C29H35F3N2O4 in the gas phase. Source: the OMol25 dataset; level of theory: ωB97M-V/def2-TZVPD.

The calculation puts the energy relative to the best compared isomer or geometry (same formula, charge and spin) at 0.0 kJ/mol. The SMILES is CCO[C@@H]1OC(C(=O)N2CCN(Cc3ccccc3)CC2)=C[C@H](c2ccc(C(F)(F)F)cc2)[C@H]1CCCO. The lowest unoccupied orbital energy is 0.022 Ha.

Each line ends with the natural charge from an NBO analysis.
Geometry (Å):
C  -0.240  -1.236  2.926  -0.621
C  0.820  -0.148  2.932  -0.061
O  1.566  -0.249  1.727  -0.567
C  2.459  0.797  1.496  0.394
O  1.780  1.971  1.106  -0.519
C  1.436  2.048  -0.219  0.233
C  0.578  3.246  -0.541  0.644
O  0.998  4.152  -1.235  -0.607
N  -0.657  3.233  -0.002  -0.425
C  -1.292  2.089  0.605  -0.219
C  -2.396  1.571  -0.319  -0.244
N  -3.357  2.629  -0.561  -0.441
C  -4.514  2.149  -1.301  -0.254
C  -5.297  1.155  -0.487  0.057
C  -5.660  -0.078  -1.009  -0.234
C  -6.386  -0.978  -0.246  -0.209
C  -6.748  -0.654  1.050  -0.217
C  -6.384  0.574  1.580  -0.204
C  -5.665  1.473  0.815  -0.239
C  -2.707  3.752  -1.212  -0.226
C  -1.596  4.290  -0.311  -0.230
C  1.846  1.208  -1.164  -0.276
C  2.747  0.047  -0.867  -0.309
C  2.009  -1.272  -0.800  0.120
C  0.622  -1.342  -0.822  -0.164
C  -0.029  -2.555  -0.708  -0.192
C  0.711  -3.722  -0.582  -0.165
C  0.004  -5.031  -0.400  0.975
F  -1.170  -5.087  -1.050  -0.325
F  0.722  -6.084  -0.820  -0.324
F  -0.283  -5.272  0.898  -0.330
C  2.099  -3.673  -0.583  -0.182
C  2.736  -2.454  -0.697  -0.237
C  3.487  0.334  0.455  -0.231
C  4.580  1.393  0.272  -0.405
C  5.850  0.818  -0.355  -0.423
C  6.884  1.905  -0.668  -0.053
O  7.405  2.530  0.480  -0.714
H  0.230  -2.208  2.806  0.220
H  -0.794  -1.217  3.860  0.216
H  -0.929  -1.085  2.099  0.208
H  0.359  0.845  3.006  0.175
H  1.501  -0.276  3.787  0.169
H  2.964  1.079  2.437  0.167
H  -0.564  1.302  0.794  0.229
H  -1.741  2.401  1.554  0.202
H  -2.910  0.733  0.156  0.219
H  -1.942  1.214  -1.264  0.163
H  -5.149  3.016  -1.512  0.210
H  -4.223  1.701  -2.268  0.171
H  -5.377  -0.337  -2.019  0.208
H  -6.665  -1.934  -0.663  0.214
H  -7.313  -1.356  1.646  0.214
H  -6.666  0.830  2.591  0.213
H  -5.374  2.430  1.220  0.222
H  -3.448  4.536  -1.382  0.207
H  -2.274  3.463  -2.187  0.170
H  -1.050  5.092  -0.810  0.249
H  -2.029  4.658  0.624  0.198
H  1.528  1.362  -2.182  0.233
H  3.492  -0.034  -1.667  0.231
H  0.044  -0.437  -0.917  0.205
H  -1.108  -2.600  -0.714  0.225
H  2.670  -4.585  -0.496  0.229
H  3.816  -2.421  -0.703  0.210
H  3.929  -0.587  0.844  0.226
H  4.823  1.809  1.253  0.199
H  4.194  2.205  -0.349  0.217
H  6.297  0.093  0.327  0.205
H  5.612  0.308  -1.290  0.200
H  7.747  1.457  -1.166  0.181
H  6.441  2.649  -1.345  0.156
H  6.696  3.011  0.919  0.463



3 unconnected molecules or ions with the total composition C29H36BF3O3 at a distorted geometry. Source: the OMol25 dataset; level of theory: ωB97M-V/def2-TZVPD.

The calculation puts the energy relative to the best compared isomer or geometry (same formula, charge and spin) at 141.4 kJ/mol. The lowest unoccupied orbital energy is -0.037 Ha.

Each line ends with the Löwdin charge.
Geometry (Å):
C  -1.227  -1.003  -1.208  -0.096
C  -0.179  -0.020  -0.837  -0.069
C  1.138  0.045  -1.429  -0.140
C  1.906  1.243  -1.184  -0.197
C  1.363  2.384  -0.401  -0.053
C  3.207  1.404  -1.649  -0.013
C  3.852  0.414  -2.382  -0.267
C  5.276  0.520  -2.830  -0.051
C  3.075  -0.656  -2.814  -0.026
C  1.789  -0.891  -2.338  -0.177
C  1.187  -2.183  -2.786  -0.053
H  -2.183  -0.461  -1.227  0.081
H  -1.053  -1.417  -2.215  0.076
H  -1.340  -1.837  -0.510  0.040
H  -0.706  1.137  -0.955  0.053
H  2.152  2.830  0.228  0.097
H  0.971  3.160  -1.074  0.095
H  0.559  2.075  0.267  0.051
H  3.750  2.324  -1.431  0.121
H  5.763  -0.467  -2.839  0.082
H  5.343  0.941  -3.842  0.088
H  5.842  1.178  -2.162  0.077
H  3.503  -1.374  -3.521  0.126
H  1.982  -2.923  -2.982  0.081
H  0.524  -2.616  -2.036  0.052
H  0.628  -2.078  -3.729  0.098
C  -0.319  -0.890  5.227  -0.020
C  -0.831  -1.027  3.886  -0.325
C  -1.952  -1.659  3.383  -0.014
C  -1.764  -1.771  1.985  -0.018
C  -0.435  -1.360  1.695  -0.226
B  -1.608  2.418  -1.422  -0.353
C  0.590  -2.110  1.036  -0.177
C  0.245  -3.383  0.513  -0.015
C  1.247  -4.181  -0.006  -0.012
C  2.535  -3.652  -0.076  -0.143
C  3.625  -4.467  -0.706  -0.517
F  4.440  -3.690  -1.500  0.101
F  4.427  -5.032  0.254  0.116
F  3.143  -5.474  -1.496  0.111
C  2.902  -2.432  0.494  0.004
C  1.926  -1.650  1.077  0.013
O  -2.922  2.039  -1.598  0.093
C  -3.621  2.584  -0.445  -0.463
C  -4.511  3.716  -0.939  -0.018
C  -4.488  1.475  0.115  -0.008
C  -2.458  3.117  0.484  -0.446
C  -2.685  4.403  1.242  -0.011
C  -1.895  2.032  1.418  -0.015
O  -1.393  3.413  -0.484  0.062
O  0.010  -0.704  2.855  0.050
H  -0.895  -1.547  5.888  0.095
H  0.749  -1.152  5.266  0.100
H  -0.439  0.150  5.551  0.091
H  -2.739  -2.120  3.982  0.116
H  -2.479  -2.207  1.284  0.114
H  -0.817  -3.671  0.459  0.125
H  1.021  -5.176  -0.374  0.126
H  3.926  -2.085  0.425  0.131
H  2.167  -0.675  1.513  0.136
H  -5.154  4.075  -0.135  0.091
H  -3.937  4.556  -1.348  0.099
H  -5.175  3.343  -1.725  0.095
H  -5.080  1.864  0.955  0.099
H  -5.194  1.127  -0.651  0.099
H  -3.916  0.608  0.466  0.079
H  -3.492  4.299  1.972  0.096
H  -1.780  4.642  1.808  0.096
H  -2.906  5.238  0.570  0.089
H  -2.624  1.773  2.206  0.102
H  -1.589  1.102  0.884  0.071
H  -0.974  2.412  1.893  0.101



A molecular structure, C29H36ClIN7O2W at a distorted geometry. Source: the OMol25 dataset; level of theory: ωB97M-V/def2-TZVPD.

Its charge is +3. The calculation puts the energy relative to the best compared isomer or geometry (same formula, charge and spin) at 53.6 kJ/mol. Its expectation value of S² is 2.012. The lowest unoccupied orbital energy (alpha / beta) is -0.355 / -0.338 Ha. Its spin multiplicity is 3.

Each line ends with the Löwdin charge.
Geometry (Å):
W  0.648  0.046  -0.880  1.705
C  1.345  -3.473  1.418  -0.001
N  0.743  -2.893  0.211  -0.113
C  1.577  -2.874  -0.984  -0.012
C  -0.520  -2.413  0.204  -0.351
N  -0.763  -1.347  -0.620  -0.066
C  -1.994  -1.229  -1.351  -0.237
C  -2.557  -2.365  -1.879  -0.013
C  -3.794  -2.321  -2.548  -0.025
C  -4.426  -1.125  -2.705  0.009
C  -3.838  0.080  -2.245  -0.132
C  -4.491  1.307  -2.517  0.008
C  -3.919  2.497  -2.184  -0.024
C  -2.664  2.507  -1.553  -0.007
C  -2.025  1.336  -1.217  -0.228
N  -0.762  1.417  -0.550  -0.075
C  -0.498  2.417  0.359  -0.368
N  -1.340  2.747  1.318  -0.084
C  -2.400  1.847  1.753  0.017
C  -1.366  4.083  1.924  0.013
N  0.699  3.025  0.235  -0.105
C  1.357  3.036  -1.065  -0.006
C  1.455  3.490  1.405  0.001
C  -2.590  0.060  -1.557  -0.056
N  -1.454  -2.942  0.980  -0.091
C  -1.453  -4.357  1.371  0.009
C  -2.651  -2.211  1.383  0.018
H  2.352  -3.071  1.520  0.099
H  1.403  -4.560  1.371  0.109
H  0.766  -3.169  2.286  0.096
H  2.626  -2.921  -0.697  0.110
H  1.466  -1.947  -1.592  0.034
H  1.349  -3.686  -1.679  0.120
H  -2.060  -3.319  -1.750  0.129
H  -4.228  -3.233  -2.932  0.128
H  -5.377  -1.068  -3.215  0.134
H  -5.446  1.278  -3.024  0.134
H  -4.410  3.431  -2.418  0.128
H  -2.199  3.457  -1.321  0.128
H  -2.116  0.827  1.520  0.071
H  -3.346  2.099  1.271  0.115
H  -2.505  1.951  2.831  0.116
H  -0.853  4.792  1.281  0.102
H  -0.916  4.076  2.916  0.110
H  -2.410  4.381  2.010  0.115
H  0.772  3.564  -1.819  0.116
H  1.551  2.016  -1.486  0.028
H  2.342  3.488  -0.981  0.118
H  1.378  4.567  1.546  0.107
H  2.503  3.230  1.260  0.102
H  1.091  2.970  2.289  0.089
H  -0.753  -4.915  0.756  0.100
H  -2.455  -4.745  1.197  0.114
H  -1.207  -4.476  2.425  0.111
H  -2.490  -1.147  1.258  0.072
H  -2.837  -2.426  2.434  0.118
H  -3.511  -2.527  0.791  0.113
Cl  6.628  -0.043  2.617  0.810
C  4.973  -0.018  2.176  -0.588
C  3.999  -0.031  3.140  -0.125
C  2.622  -0.010  2.806  -0.650
I  1.202  -0.019  4.305  1.036
C  2.244  0.025  1.487  -0.427
O  0.981  0.048  1.051  -0.270
C  3.242  0.038  0.482  -0.154
N  2.785  0.073  -0.816  -0.086
C  3.679  0.099  -1.812  -0.076
C  5.050  0.081  -1.583  0.012
C  5.520  0.037  -0.284  0.057
C  4.617  0.018  0.790  -0.145
H  4.286  -0.055  4.182  0.112
H  3.281  0.136  -2.820  0.132
H  5.729  0.103  -2.422  0.133
H  6.584  0.018  -0.084  0.121
O  0.173  0.093  -3.026  -0.087
H  -0.313  0.840  -3.411  0.120
H  -0.084  -0.694  -3.532  0.123



no.,M (g mol⁻¹)
1,532.60
2,500.41
3,860.85